Below is 3 unconnected molecules or ions with the total composition C7H5ClF3O3, with properties calculated with ωB97M-V/def2-TZVPD.

The geometry in ORCA input format:
```
! RIJCOSX wB97M-V def2-TZVPD def2/J DEFGRID3
* xyz -1 1
C -2.133 1.756 2.393
C -1.219 0.988 2.193
C 3.511 -0.355 -2.260
C -0.145 -0.928 -1.510
C -0.214 0.201 1.663
C 0.320 0.394 -1.195
C 1.051 0.292 2.202
O 4.245 0.444 -1.894
O 2.909 -1.239 -2.686
O 1.439 0.821 -1.212
F 2.054 -0.433 1.612
F 1.547 1.512 2.476
F 1.195 -0.303 3.609
Cl -1.033 1.628 -1.211
H -3.097 2.212 2.741
H -0.840 -1.181 -0.646
H 0.720 -1.522 -1.415
H -0.547 -1.048 -2.427
H -0.552 -0.835 1.443
*
```

The frontier orbital gap is 6.10 eV. The value obtained for the energy above the lowest of the compared OMol25 structures with the same formula, charge and spin is 0.1300 eV.